13
Properties=species:S:1:pos:R:3:nbo_charge:R:1 method="wB97M-V/def2-TZVPD" relative_energy_ev=2.4026 energy_ha=-1491.56711 orbital_gap_ha=0.2705 charge=+2 spin_multiplicity=1 homo_ev=-19.1 e_lumo_ev=-11.718
C 0.158 -1.377 0.826 0.4967
C 1.570 -1.161 0.491 -0.8021
C -1.044 0.703 0.159 0.0746
C -0.430 1.323 -0.828 -0.3626
O -0.782 -0.542 0.860 -0.3113
P 2.718 0.011 0.153 1.3373
Cl 4.438 -0.725 -0.402 0.0735
Cl 2.817 1.874 0.559 0.0964
H -0.110 -2.338 1.255 0.2685
H 2.072 -2.111 0.092 0.3545
H -2.079 0.914 0.332 0.2612
H -1.066 2.124 -1.311 0.2988
H 0.519 1.293 -1.310 0.2146